Here is a gas-phase ion, C5H8N (charge +1) at a distorted geometry from OMol25. Energies are from wB97M-V/def2-TZVPD.

XYZ file:
```
14
Properties=species:S:1:pos:R:3:nbo_charge:R:1
C 0.725 1.487 -1.549 0.0712
N 0.232 0.576 -0.705 -0.2377
C -0.880 0.606 0.349 -0.2280
C -0.826 -0.919 0.680 -0.2155
C 0.490 -1.127 1.262 -0.3713
C 0.416 -0.873 -0.334 -0.0642
H 1.416 1.353 -2.448 0.2661
H 0.332 2.492 -1.351 0.2275
H -1.801 1.010 -0.067 0.2550
H -0.860 1.263 1.170 0.2430
H -1.682 -1.724 0.698 0.2906
H 0.942 -0.398 1.965 0.2497
H 0.699 -2.194 1.388 0.2599
H 0.799 -1.552 -1.057 0.2539
```

Properties
SMILES	C=[N+]1C[C@@H]2C[C@@H]21
charge	+1
lowest unoccupied orbital energy	-5.06	eV
calculated total energy	-6794.380	eV
ΔE to the lowest compared entry with this formula, charge and spin	3.709	eV
gap between HOMO and LUMO	9.7	eV